1.
The following is a DFT calculation (wB97M-V/def2-TZVPD) of a cluster of 11 separate species, C49H118N16O11 in total at a distorted geometry.

Results
- energy above the lowest of the compared OMol25 structures with the same formula, charge and spin (eV) = 0.000
- LUMO (eV) = 0.21
- structure (SMILES) = CC1(C)CCCC(C)(C)N1O.CC1(C)CCCC(C)(C)N1O.CC1(C)CCCC(C)(C)N1O.CC1(C)CCCC(C)(C)N1O.COC[C@H](C)N.COC[C@H](C)N.NC(N)=O.NC(N)=O.NC(N)=O.NC(N)=O.NC(N)=O

Last column: Mulliken charge in e.
Element x y z (Å)
O1 -1.0709 -0.9362 -0.6000  0.896
O2 -2.8547 1.6748 -1.4227  -0.126
O3 2.4339 -5.8061 -1.1836  -0.797
O4 6.4905 2.5027 5.3800  -0.443
O5 0.7871 -1.8840 6.1945  -0.331
O6 4.1718 3.0218 -3.4102  -0.744
O7 3.6079 5.3786 -0.2081  -0.788
O8 4.0385 -0.9895 -0.6679  -0.385
O9 -0.9087 -4.9666 -1.4273  -0.685
O10 1.2014 0.6572 -6.1717  -0.438
O11 -6.9775 -2.7123 -2.2920  -0.437
N1 0.1696 -6.3846 -0.0735  -0.372
N2 5.0011 0.7828 -1.5425  0.033
N3 -4.7489 -4.4670 -4.7685  -0.494
N4 -0.0529 0.4562 -5.4690  1.201
N5 2.3718 4.0380 0.8744  -0.257
N6 2.0751 2.4292 -4.0687  0.188
N7 5.6522 2.4450 4.2940  0.147
N8 3.0899 -4.0612 -2.4088  -0.313
N9 -2.8056 2.8095 -0.6448  0.814
N10 -0.5376 -1.7471 6.4960  0.120
N11 2.7011 3.4720 -1.1497  0.606
N12 5.3050 -1.1201 -2.4861  -0.392
N13 3.6080 2.5140 -5.6052  -0.291
N14 1.2928 0.9170 -1.0026  2.109
N15 -1.9009 -6.1602 0.3142  -0.385
N16 3.8825 -4.1260 -0.4326  -0.211
C1 -3.8336 1.6471 1.2220  -1.707
C2 -0.8711 -5.7418 -0.4181  0.618
C3 -0.3396 -3.1357 8.5756  -1.886
C4 4.4739 1.6088 4.5187  1.985
C5 -0.3682 -0.9425 -4.9279  1.782
C6 3.0797 -4.7612 -1.2968  0.643
C7 -3.5603 4.2663 1.1971  -1.343
C8 3.6170 1.5000 3.2237  -1.050
C9 -2.5039 -2.5599 7.8007  -1.168
C10 -5.8378 -2.8996 -3.1190  -0.196
C11 -3.2978 5.5342 0.4072  -0.911
C12 -5.9013 -4.3214 -3.8532  0.439
C13 5.4541 2.3092 1.7423  -1.900
C14 -5.6942 -5.4190 -2.7618  -1.533
C15 -2.2292 3.9298 -1.3478  1.949
C16 -5.2085 3.0368 -0.2403  -1.539
C17 -1.2158 -4.1985 6.3981  -1.557
C18 -0.7454 3.5108 -1.5397  -0.955
C19 0.3038 -1.1738 -0.2410  -1.225
C20 4.7601 -0.4903 -1.4979  0.674
C21 7.0685 3.8969 2.8579  -1.828
C22 -1.1812 1.2488 -6.0635  1.525
C23 -0.4839 -2.0008 -5.9955  -2.019
C24 -1.3648 1.0960 -7.5847  -1.683
C25 0.1759 0.9687 1.1850  -0.058
C26 -1.6056 -0.8838 -4.1146  -0.482
C27 -2.8236 -0.4206 -4.9175  -0.519
C28 -1.3834 -1.7203 4.1501  -1.529
C29 -3.8135 2.9119 0.3972  1.448
C30 3.6364 2.1043 5.7046  -1.912
C31 -2.9502 4.2326 -2.6412  -1.787
C32 -2.0903 5.2229 -0.4817  -1.332
C33 6.3647 2.5230 2.9817  2.131
C34 -0.7081 0.3822 5.3656  -1.534
C35 7.3910 1.3188 2.8683  -1.925
C36 0.9729 0.1514 0.1943  1.089
C37 3.3735 2.6970 -4.3191  0.345
C38 4.3863 1.1298 1.9411  1.679
C39 -0.8344 2.7554 -5.9583  -1.762
C40 -1.1361 -2.9177 7.2618  1.317
C41 2.8972 4.3905 -0.2288  0.490
C42 -2.4896 1.0466 -5.2734  -0.541
C43 -2.8148 -0.7843 6.0082  -1.192
C44 -6.8568 -1.6280 -1.4715  -0.523
C45 0.6468 -1.5228 -3.9702  -1.982
C46 -1.8851 -2.0748 -0.7451  -0.985
C47 -3.3992 -1.9965 6.6877  -0.750
C48 -1.2962 -0.9954 5.5374  1.792
C49 4.8808 0.1678 4.9545  -2.004
H1 4.3246 -3.2372 -0.6188  0.143
H2 -4.9165 -2.7416 -2.5584  0.057
H3 2.4746 -4.4078 -3.1308  0.274
H4 -1.2998 -2.7139 -5.8776  0.335
H5 -3.0498 -1.0480 -5.7797  0.383
H6 -6.0376 2.9917 0.4658  0.456
H7 -0.7690 3.0218 -4.9034  0.130
H8 -4.9205 -4.3069 -5.7509  0.210
H9 -0.5439 -1.4983 -6.9609  0.308
H10 1.4102 2.1160 -4.7616  0.344
H11 3.2408 3.0835 5.4349  0.416
H12 2.9483 4.3553 1.6406  0.247
H13 -2.4346 -1.7986 8.5777  0.364
H14 -0.1913 3.2111 -0.6502  0.057
H15 0.2574 -1.8617 0.6032  0.647
H16 0.4404 -2.5556 -3.6897  0.628
H17 -2.8889 1.3854 1.6985  0.044
H18 -2.1803 6.0299 -1.2088  0.328
H19 5.6443 1.1957 -2.2027  0.167
H20 0.6407 -3.5516 8.3429  0.391
H21 1.8963 0.3824 -1.6110  -0.144
H22 -6.1423 -6.3751 -3.0323  0.377
H23 -3.2151 6.4369 1.0125  0.489
H24 -4.3586 4.5120 1.8974  0.450
H25 4.0045 -4.7021 0.3880  0.196
H26 5.6433 -0.3498 4.3724  0.299
H27 -4.1436 0.8345 0.5650  0.258
H28 -0.4555 -2.0249 3.6659  0.366
H29 -3.6910 -0.4287 -4.2575  0.340
H30 0.3508 -2.6895 -6.1257  0.417
H31 -6.0654 -0.9165 -1.7070  0.058
H32 -6.0824 -5.0408 -1.8161  0.342
H33 -7.7670 -1.0289 -1.4448  0.305
H34 0.9792 -6.0902 -0.6008  0.409
H35 -4.3539 -1.6467 7.0804  0.426
H36 7.9788 1.2701 3.7850  0.424
H37 -2.0157 0.2333 -7.7268  0.498
H38 7.0814 0.2874 2.6993  0.290
H39 0.2826 0.2905 4.9204  0.115
H40 7.4619 4.3376 3.7739  0.410
H41 4.9741 -2.0580 -2.6618  0.246
H42 3.6163 1.1708 1.1708  -1.636
H43 0.4196 0.8789 -1.5087  -1.605
H44 -2.8588 -5.9011 0.1263  0.217
H45 7.9254 3.8125 2.1896  0.382
H46 3.2012 2.4884 3.0280  -0.064
H47 4.2351 2.1487 6.6143  0.441
H48 -3.9629 4.5945 -2.4630  0.409
H49 1.9174 -0.2122 0.5990  -0.113
H50 -2.0697 -2.5661 4.1923  0.355
H51 -2.4733 1.6895 -4.3933  -0.756
H52 -1.8219 -0.9717 3.4903  0.103
H53 5.8938 -0.6961 -3.1887  0.168
H54 2.9637 -3.0677 -2.2776  -0.068
H55 -0.5655 0.6993 -8.2106  0.230
H56 -2.8263 -0.0279 6.7930  0.384
H57 -0.7802 -3.9261 9.1834  0.390
H58 -1.6855 -5.0061 6.9595  0.443
H59 -5.9001 -2.1150 -3.8730  0.331
H60 -3.7624 -2.7700 6.0109  0.349
H61 -0.1990 -4.5543 6.2319  0.428
H62 -2.3796 4.9422 -3.2403  0.507
H63 -2.9052 -1.7136 -0.8764  0.234
H64 -4.6558 -5.7036 -2.5918  0.356
H65 2.8991 2.3576 -6.3075  0.131
H66 5.4173 0.1975 5.9028  0.650
H67 -1.9934 1.2762 -1.2778  0.144
H68 -5.3694 2.1223 -0.8113  0.088
H69 -0.1862 4.3097 -2.0268  0.815
H70 -1.1395 5.5046 -0.0294  0.553
H71 0.8477 1.6367 1.7241  -0.262
H72 -1.2336 0.9704 4.6133  0.346
H73 -1.8116 -2.7194 0.1308  0.283
H74 6.7816 1.5881 5.3999  0.396
H75 6.4524 4.6435 2.3568  0.353
H76 8.0508 1.4376 2.0089  0.505
H77 -1.7757 -6.7766 1.1044  0.129
H78 -0.7268 1.3922 0.7447  -1.047
H79 1.9155 3.1424 0.9731  0.116
H80 1.6744 -1.4030 -4.3132  0.628
H81 0.9146 -2.7481 5.7962  0.331
H82 0.0918 -7.1736 0.5522  0.143
H83 4.5389 2.7409 -5.9245  0.254
H84 4.4346 1.3654 -0.9427  -0.387
H85 1.8172 2.3601 -3.0946  -0.467
H86 -0.6124 0.9810 6.2714  0.444
H87 -5.3627 3.8892 -0.9020  0.369
H88 -1.7507 -4.1392 5.4502  0.246
H89 -2.0135 1.7980 -8.1087  0.436
H90 -0.7988 2.6457 -2.2007  -0.829
H91 0.6664 -0.9165 -3.0646  -0.073
H92 0.1198 3.1172 -6.3415  0.367
H93 -4.4787 1.7653 2.0926  0.559
H94 -1.7984 -1.8910 -3.7453  0.668
H95 -2.7280 4.0790 1.8756  0.381
H96 5.0858 3.2663 1.3729  0.113
H97 -3.1834 3.4113 -3.3188  0.146
H98 -4.2012 5.7469 -0.1643  0.359
H99 -3.5056 -0.4772 5.2230  0.381
H100 -6.9057 -4.5296 -4.2218  0.259
H101 1.0742 0.3705 -7.0790  0.302
H102 -1.7699 -2.6002 -1.6932  0.073
H103 -0.0158 0.3396 2.0543  0.496
H104 -1.4200 -0.3617 -3.1760  -1.196
H105 6.0789 2.0926 0.8758  0.641
H106 -6.8083 -1.8782 -0.4117  0.298
H107 4.8761 0.1562 1.9246  0.502
H108 -3.3522 1.3447 -5.8693  0.593
H109 -2.9997 -3.4981 8.0499  0.457
H110 3.1933 3.7614 -1.9828  -0.078
H111 3.9684 -0.4257 5.0133  0.276
H112 2.8537 0.7226 3.2597  0.424
H113 2.1830 2.6052 -1.1301  -0.437
H114 0.9026 -1.6705 -1.0045  -0.012
H115 -4.4741 -5.4305 -4.6405  0.218
H116 -1.5680 3.3806 -6.4673  0.445
H117 -0.2275 -2.1951 9.1149  0.421
H118 2.7539 1.4840 5.8613  0.248

Atoms 1-3, force components in eV/Å:
1.0 0.8 -0.5
-0.6 -0.6 -0.7
1.7 0.3 0.4

2.
The following is a DFT calculation (wB97M-V/def2-TZVPD) of a cluster of 14 separate species, C49H119N7O21 in total at a distorted geometry.

Results
- energy above the lowest of the compared OMol25 structures with the same formula, charge and spin (eV) = 6.353
- LUMO (eV) = 0.33

Last column: Mulliken charge in e.
Element x y z (Å)
O1 -9.0490 23.4590 4.1118  -0.352
O2 -7.6566 16.4533 5.0088  -0.746
O3 -3.4291 30.2509 3.8126  -0.325
O4 -4.0862 16.8668 3.3765  -0.372
O5 -0.3001 21.8782 11.9091  -0.720
O6 -8.3701 26.1643 10.1533  -0.284
O7 -3.8764 24.0749 0.4080  -0.008
O8 -4.4586 26.8567 0.1578  -0.101
O9 -5.4566 25.3609 9.6109  0.147
O10 -4.8076 19.3878 9.8591  -0.205
O11 -5.5414 22.1581 7.1426  0.135
O12 -1.3816 25.2598 3.3843  -0.357
O13 -4.0909 19.8188 2.8037  0.389
O14 -0.2985 27.4448 1.5688  -0.391
O15 -2.1690 16.7397 7.3482  -0.608
O16 -6.3388 28.0552 4.2834  -0.515
O17 -3.1317 26.3527 7.0737  0.178
O18 -9.3985 20.2752 3.5851  -0.317
O19 0.0934 22.3755 7.7315  -0.447
O20 -3.4005 29.6677 7.2334  -0.184
O21 -9.6655 21.5823 11.7661  -0.715
N1 -6.2775 18.2775 5.1676  0.768
N2 -8.9779 21.5606 9.7836  0.028
N3 -3.8495 21.5131 5.8251  0.362
N4 2.3462 21.9883 7.7719  -0.251
N5 -1.2806 16.2421 9.3826  -0.144
N6 -1.8817 22.5908 10.5850  0.123
N7 -3.8664 17.7023 10.9471  0.193
C1 -5.0839 24.5623 0.9204  0.434
C2 -4.0795 16.4974 11.8507  -1.362
C3 -9.2655 20.8682 2.2934  -0.596
C4 -6.2812 26.8371 4.8976  -0.259
C5 -5.3730 29.0139 4.7661  0.290
C6 -4.9352 22.1853 6.0653  0.350
C7 -2.0818 30.1726 7.3572  -0.746
C8 -3.1656 20.7047 6.8047  -0.540
C9 -1.0011 18.4977 8.4450  -0.584
C10 -2.8730 27.2713 8.1642  -0.626
C11 -5.8722 26.3932 10.4345  -0.309
C12 -4.9537 28.2253 0.0979  -0.938
C13 -1.6082 26.8450 1.3879  -0.116
C14 0.1719 28.0698 0.3601  -0.840
C15 -4.1884 20.7672 1.7865  -1.210
C16 -5.2236 23.2797 4.9822  -0.752
C17 -1.8291 14.8884 9.4909  -0.832
C18 -3.9280 23.3918 -0.8681  -0.763
C19 -6.1785 25.0661 8.4645  -0.104
C20 -6.9965 17.3758 4.4684  0.764
C21 -6.1244 18.2983 6.6214  -0.617
C22 -7.3040 22.3919 11.5735  -0.073
C23 -3.0554 17.8104 3.7333  0.163
C24 -4.5501 29.4180 3.5531  0.402
C25 -3.6778 28.6938 8.2690  -0.808
C26 -3.2142 22.6556 10.1020  -0.167
C27 -4.1094 15.8664 4.3706  -0.599
C28 -4.9636 18.3034 10.3826  0.465
C29 -1.4199 23.9402 2.9169  -0.499
C30 -9.8604 21.1751 4.6514  -0.607
C31 -7.3110 26.4078 11.0879  -0.824
C32 -3.8859 31.5052 4.2779  -0.928
C33 -7.0132 17.6124 2.9906  -0.577
C34 -2.0525 25.3082 7.1468  -0.581
C35 -9.6643 25.8111 10.6831  -0.813
C36 1.2434 22.6489 7.3159  0.618
C37 2.2957 20.9870 8.8822  -0.538
C38 -2.9767 18.8610 2.6245  -1.206
C39 -2.2050 26.2492 2.7546  0.336
C40 -9.7272 24.4477 4.9467  -0.608
C41 -6.3461 17.7246 10.5173  -1.101
C42 -8.7731 22.2819 4.8567  1.281
C43 1.4639 23.8019 6.3235  -0.890
C44 -2.3806 20.9618 12.4322  -0.763
C45 -5.5334 25.8834 0.1662  -0.951
C46 -8.6753 21.7406 11.0933  0.475
C47 -8.0093 21.7174 8.6343  0.214
C48 -1.5603 17.0596 8.3627  0.496
C49 -1.4782 21.8078 11.5989  0.612
H1 -6.6028 19.1209 7.1530  -0.128
H2 -8.6554 20.3108 1.5826  0.335
H3 -7.3078 25.5888 11.8073  0.344
H4 -4.4097 15.6638 11.2309  0.418
H5 -5.8228 27.3980 10.0151  0.126
H6 -3.1783 15.2998 4.3588  0.348
H7 -3.4178 18.3665 4.5979  -0.204
H8 -1.9374 14.4660 8.4919  0.306
H9 -5.9778 29.8201 5.1814  0.414
H10 -3.2381 20.5798 11.8782  0.063
H11 -1.0790 25.7960 7.0974  0.425
H12 -4.2558 23.7583 4.8324  0.264
H13 1.4693 24.7795 6.8055  0.243
H14 -1.0680 24.0078 1.8874  0.358
H15 0.4449 27.3823 -0.4406  0.311
H16 -0.8487 18.8423 7.4222  0.315
H17 -0.9590 16.5148 10.3004  0.276
H18 -1.5242 26.1321 0.5676  0.418
H19 -4.3395 16.3407 5.3246  0.027
H20 -3.8655 23.0371 10.8883  0.483
H21 -6.4876 26.0088 8.0130  0.559
H22 -1.8560 20.0279 12.6339  0.284
H23 0.9902 28.7778 0.4914  0.327
H24 -9.8104 20.5697 5.5564  0.291
H25 -5.2303 26.5788 5.0276  0.181
H26 -2.1190 24.7719 8.0934  0.172
H27 -3.2356 16.0522 12.3778  0.356
H28 -4.8204 31.7366 3.7668  0.404
H29 -2.3891 27.5134 1.0252  0.056
H30 -5.1728 29.7460 2.7208  0.369
H31 -6.6810 26.0485 4.2600  0.354
H32 -4.5527 24.0383 -1.4845  0.259
H33 -10.2055 21.1877 1.8434  0.339
H34 -8.1888 22.6510 8.1011  -0.044
H35 -2.9700 23.1694 -1.3382  0.229
H36 -5.9730 24.0044 5.3004  -0.091
H37 -4.2275 29.0374 0.1348  0.281
H38 1.5532 20.2174 8.6710  0.056
H39 -6.3016 17.3285 7.0863  0.412
H40 -1.9551 19.2324 2.7045  0.496
H41 -2.0846 30.9470 8.1242  0.296
H42 -3.2468 25.9288 2.7435  -0.240
H43 0.7580 23.9279 5.5025  0.014
H44 -3.1313 32.2428 4.0047  0.259
H45 -2.9634 18.1198 10.7729  0.045
H46 -9.6602 25.0575 11.4706  0.328
H47 -4.1533 31.4816 5.3343  0.271
H48 -9.9818 25.1733 4.1742  0.279
H49 -0.8077 23.3416 3.5913  0.226
H50 -10.3414 25.5934 9.8571  0.238
H51 -7.1744 16.6703 2.4666  0.324
H52 -3.1656 21.0767 1.5717  0.430
H53 -1.3466 14.2019 10.1866  0.344
H54 -4.9292 21.4898 2.1290  0.211
H55 -2.5915 21.4345 7.3755  0.368
H56 -8.6100 22.4921 5.9138  -0.874
H57 -3.8755 20.0954 7.3641  -0.230
H58 2.1428 21.3355 9.9036  0.231
H59 -5.5808 24.5609 7.7059  -0.656
H60 -10.0921 26.6983 11.1499  0.325
H61 -6.0424 17.9848 2.6638  0.100
H62 -4.3952 22.4378 -0.6237  0.234
H63 -7.8043 21.8614 4.5873  -0.026
H64 -1.2852 29.4343 7.2659  0.288
H65 -3.5002 21.6793 9.7106  -0.221
H66 -5.8202 25.7764 -0.8800  0.323
H67 -6.9768 24.3976 8.7869  -0.103
H68 -6.8136 17.9513 9.5590  0.158
H69 -6.9264 18.3139 11.2273  0.349
H70 -1.6796 19.1927 8.9395  -0.086
H71 -5.0620 18.3398 6.8612  0.105
H72 -4.6139 20.1733 0.9776  0.435
H73 -2.8536 15.0176 9.8401  0.148
H74 3.1806 21.9639 7.2032  0.267
H75 -7.7503 18.3962 2.8161  -0.106
H76 2.5231 23.8049 6.0662  0.367
H77 -1.1393 23.0733 10.0992  0.172
H78 -1.8438 27.5817 8.3448  0.565
H79 -2.5650 21.4681 13.3797  0.300
H80 -6.9952 21.7712 9.0303  -0.158
H81 -6.4586 16.7092 10.8975  0.429
H82 -3.0783 26.6851 9.0599  0.281
H83 -4.7996 28.4559 5.5063  -0.350
H84 -0.5446 28.7370 -0.1190  0.285
H85 -4.8518 16.7244 12.5857  0.399
H86 -3.2632 18.3520 1.7042  0.358
H87 -4.9562 24.7636 1.9840  -0.442
H88 -3.5424 21.6133 4.8682  -0.134
H89 -2.1118 24.6113 6.3108  -0.086
H90 -6.6797 26.8730 5.9115  0.209
H91 -8.0905 20.8708 7.9526  -0.175
H92 -9.9085 21.3672 9.4420  0.216
H93 -2.0337 30.6725 6.3898  0.211
H94 -2.1381 17.2556 3.9300  0.553
H95 -10.7257 24.1557 5.2719  0.316
H96 -6.0018 19.0417 4.5676  -0.348
H97 -3.2967 23.2991 9.2261  -0.315
H98 -2.4909 19.9997 6.3188  0.323
H99 -4.9653 15.2090 4.2174  0.293
H100 -7.3016 23.4353 11.2582  -0.247
H101 -2.1186 27.0952 3.4364  0.185
H102 -7.4471 27.3907 11.5388  0.459
H103 -6.4353 26.2369 0.6658  0.510
H104 -5.1716 26.4089 11.2693  0.278
H105 -7.3247 22.2556 12.6548  0.466
H106 -0.1795 18.6857 9.1362  0.421
H107 -5.5485 28.3999 0.9945  0.314
H108 -6.4259 21.9066 11.1474  -0.099
H109 -9.2090 24.6857 5.8756  0.166
H110 -2.4144 23.4940 2.9086  -0.005
H111 -4.0864 28.5032 3.1840  -0.746
H112 -5.6075 22.8411 4.0612  0.095
H113 -8.6489 21.7666 2.2638  0.046
H114 -5.9243 23.8700 0.9685  0.322
H115 -4.6818 28.4120 7.9518  0.158
H116 3.3080 20.6120 8.7313  0.339
H117 -3.8245 29.0270 9.2964  0.466
H118 -5.4943 28.4510 -0.8213  0.367
H119 -10.8943 21.4991 4.5325  0.297

Atoms 1-3, force components in eV/Å:
-0.1 0.4 1.6
1.5 1.5 -0.9
-0.9 0.1 0.1

Question: LUMO of number 2 (C49H119N7O21)?
Answer: 0.33 eV